1.
74
Properties=species:S:1:pos:R:3:forces:R:3:mulliken_charge:R:1 method="wB97M-V/def2-TZVPD" total_energy_ha=-2452.3511 s2=6.05 homo_ha="-0.582 / -0.608" spin_multiplicity=5 e_lumo_ev="-8.37 / -11.82" de_lowest_kj_mol=39.2 total_charge=+3
Pd -1.1116 0.5890 -0.0076 -1.039 -0.057 -0.339 -0.55
C -0.2836 -1.1357 -5.1794 -0.078 -0.205 -0.243 -0.81
N -0.4109 -0.1387 -4.1215 0.101 -0.062 0.174 0.22
C -0.1300 1.1873 -4.2459 -0.047 0.216 0.064 -0.24
C -0.3795 1.7566 -3.0256 0.071 -0.010 -0.089 -1.21
N -0.7991 0.7854 -2.1697 0.342 -0.428 0.061 0.46
C -0.8102 -0.3624 -2.8436 -0.113 -0.052 -0.247 -0.06
P -1.6137 -1.9376 -2.3417 0.056 0.343 0.328 -0.33
C -0.8397 -2.3073 -0.7136 -0.193 -0.080 -0.021 -0.27
N -0.9144 -1.5359 0.3700 0.333 0.211 -0.334 0.70
C -0.5170 -2.2802 1.4371 -0.032 -0.061 0.053 -0.64
C -0.2040 -3.5355 0.9963 -0.071 0.048 0.167 -0.88
N -0.4123 -3.5402 -0.3518 0.041 0.170 -0.006 0.31
C -0.2253 -4.6916 -1.2287 -0.049 -0.242 -0.175 -0.84
C -3.0976 -1.1188 -1.6414 -0.052 0.070 -0.229 -0.13
N -3.0995 -0.0144 -0.9000 0.161 -0.158 0.401 0.50
C -4.3992 0.3416 -0.7080 -0.093 0.013 -0.093 -1.04
C -5.2009 -0.5628 -1.3505 -0.046 0.260 0.106 -0.41
N -4.3726 -1.4694 -1.9370 0.190 -0.059 0.131 0.15
C -4.7838 -2.6475 -2.6933 -0.050 -0.204 -0.232 -0.76
H 0.2891 -0.7159 -6.0013 0.021 0.056 0.053 0.34
H 0.2326 -2.0175 -4.8065 0.024 0.046 0.013 0.34
H -1.2613 -1.4304 -5.5579 -0.012 0.058 0.040 0.34
H 0.1973 1.6305 -5.1717 -0.005 -0.070 -0.013 0.53
H -0.3068 2.7917 -2.7353 0.044 -0.008 -0.012 0.59
H -0.5057 -1.8876 2.4406 0.058 -0.023 -0.011 0.52
H 0.1158 -4.4110 1.5369 0.029 -0.004 -0.064 0.51
H 0.4706 -5.3855 -0.7654 0.015 0.054 0.040 0.35
H -1.1692 -5.2078 -1.3974 -0.010 0.041 0.031 0.34
H 0.1836 -4.3710 -2.1836 0.005 0.017 0.033 0.35
H -4.6854 1.2325 -0.1748 -0.032 -0.026 0.007 0.70
H -6.2740 -0.5996 -1.4338 0.022 -0.106 -0.052 0.49
H -5.8607 -2.7638 -2.6208 -0.007 0.066 0.045 0.34
H -4.5139 -2.5500 -3.7435 -0.010 0.073 0.024 0.32
H -4.3110 -3.5386 -2.2858 -0.026 0.022 0.040 0.33
C 4.5280 4.8821 1.0299 -0.083 -0.070 -0.009 -0.46
C 3.2227 5.2594 1.3433 -0.005 0.049 -0.059 -0.83
C 2.2065 4.3310 1.2641 -0.071 -0.020 0.015 -0.26
C 2.4916 3.0048 0.8894 -0.514 0.123 -0.160 0.48
C 3.8081 2.6290 0.5711 0.031 0.011 0.033 -0.01
C 4.8169 3.5642 0.6721 0.090 0.059 0.002 -0.82
P 1.1186 1.8343 0.8673 1.922 -0.143 0.525 1.07
C 1.8685 0.3824 0.0818 -0.367 0.447 0.072 1.36
C 2.2469 -0.7783 0.7675 -0.091 -0.131 0.046 -0.39
C 2.9909 -1.7376 0.1101 0.004 -0.066 0.110 -0.79
C 3.3478 -1.5639 -1.2281 0.012 0.035 -0.016 -0.78
C 2.9984 -0.3998 -1.9067 0.016 0.087 -0.037 -0.84
C 2.2613 0.5700 -1.2576 -0.061 -0.033 -0.064 -0.81
C 0.8218 1.4402 2.6167 -0.459 0.018 -0.215 0.66
C 1.8180 1.5660 3.5793 -0.014 -0.042 0.043 -0.59
C 1.5521 1.2231 4.9032 0.131 0.051 -0.031 -0.92
C 0.3031 0.7595 5.2697 -0.265 -0.112 0.102 -0.81
C -0.7337 0.6608 4.3272 0.294 0.127 -0.245 0.82
C -2.0353 0.2151 4.6738 0.125 0.012 0.249 -0.66
C -3.0637 0.1959 3.7439 -0.276 0.138 -0.455 -0.93
C -2.8434 0.6798 2.4582 -0.215 0.016 0.700 -0.24
C -1.5419 0.9738 2.0324 0.242 -0.474 -0.716 0.17
C -0.4758 1.0233 2.9756 0.004 0.104 0.501 0.41
H 5.3206 5.6181 1.0573 0.019 -0.024 0.068 0.44
H 3.0032 6.2801 1.6249 0.010 -0.004 0.004 0.45
H 1.1852 4.6226 1.4805 0.017 0.035 0.026 0.44
H 4.0446 1.6091 0.2990 0.023 0.037 0.026 0.35
H 5.8416 3.2713 0.4855 -0.015 0.010 -0.061 0.46
H 2.0144 -0.8983 1.8171 -0.079 -0.026 -0.008 0.43
H 3.3301 -2.6148 0.6465 -0.022 0.006 -0.009 0.53
H 3.9311 -2.3254 -1.7307 0.000 0.011 0.016 0.52
H 3.3307 -0.2349 -2.9235 -0.023 -0.038 0.007 0.59
H 2.0275 1.5025 -1.7540 -0.079 -0.032 -0.113 0.63
H 2.8071 1.9080 3.3040 -0.006 0.038 -0.009 0.56
H 2.3339 1.3145 5.6453 -0.002 -0.016 -0.003 0.46
H 0.1082 0.4682 6.2953 0.047 0.007 0.000 0.48
H -2.2366 -0.0622 5.7024 0.007 -0.006 -0.008 0.49
H -4.0557 -0.1310 4.0270 0.034 -0.014 0.076 0.50
H -3.6893 0.7994 1.7953 0.068 -0.079 -0.054 0.26

---

2.
14
Properties=species:S:1:pos:R:3:forces:R:3:nbo_charge:R:1 method="wB97M-V/def2-TZVPD" total_energy_ha=-270.4864 homo_ha=-0.318 smiles="C=CC/C=C/O" e_lumo_ev=1.01 de_lowest_kj_mol=187.7
C 0.6915 -1.8451 0.3284 -0.051 -0.010 -0.099 -0.41
C 0.4156 -1.1312 -0.7578 0.108 -0.053 0.070 -0.16
C -0.8276 -0.2824 -0.9392 -0.073 -0.042 0.057 -0.46
C -0.3536 1.0611 -0.4379 0.117 0.032 0.188 -0.29
C -0.5307 1.4333 0.8266 -0.292 -0.138 -0.150 0.15
O 0.3116 2.2609 1.5141 0.144 0.116 -0.074 -0.69
H -0.0402 -1.9712 1.1261 0.085 0.028 -0.153 0.19
H 1.6710 -2.2862 0.4950 -0.194 -0.040 -0.148 0.20
H 1.1953 -0.9568 -1.5013 -0.108 -0.204 0.060 0.19
H -1.6450 -0.6629 -0.3160 0.132 0.072 -0.039 0.21
H -1.1756 -0.2801 -1.9797 0.161 0.086 0.179 0.22
H 0.4400 1.5469 -1.0086 -0.032 -0.123 0.084 0.19
H -1.3540 1.0755 1.4417 0.150 -0.092 -0.045 0.17
H 1.2017 2.0381 1.2085 -0.147 0.366 0.068 0.48

---

3.
59
Properties=species:S:1:pos:R:3:forces:R:3:nbo_charge:R:1 method="wB97M-V/def2-TZVPD" total_energy_ha=-1284.8172 homo_ha=-0.309 smiles="Cc1cc(C)n(-c2ccc(C(=O)N3CCC(CO)(Cc4ccccc4)CC3)cc2)n1" e_lumo_ev=0.63 de_lowest_kj_mol=99.1
C -7.7285 -0.8104 -2.1960 0.066 0.040 0.010 -0.64
C -6.8040 -0.8148 -1.0323 0.200 -0.002 0.346 0.16
C -7.0251 -1.3610 0.2479 0.301 0.058 0.060 -0.34
C -5.8759 -1.1126 0.9614 -0.290 -0.026 -0.035 0.18
C -5.5853 -1.4064 2.3890 0.055 -0.046 0.021 -0.65
N -5.0374 -0.4521 0.1120 -0.644 -0.474 0.234 -0.19
C -3.7594 0.0694 0.3340 0.690 0.382 0.031 0.16
C -2.8352 -0.5537 1.1662 -0.212 -0.014 -0.120 -0.23
C -1.5902 0.0156 1.3590 0.132 0.213 -0.066 -0.17
C -1.2354 1.1849 0.6993 -0.222 -0.053 0.187 -0.15
C 0.0898 1.8206 0.9811 -0.088 0.082 -0.055 0.67
O 0.3792 2.2167 2.0969 -0.001 -0.083 0.299 -0.62
N 0.9200 1.9549 -0.0786 0.106 0.086 -0.022 -0.44
C 0.7115 1.3272 -1.3664 -0.133 -0.156 -0.464 -0.22
C 2.0426 0.8528 -1.9605 -0.015 -0.091 0.227 -0.41
C 3.0015 0.3315 -0.8790 -0.074 -0.138 -0.201 -0.06
C 2.3289 -0.8146 -0.0924 0.263 0.397 0.247 -0.07
O 1.7678 -1.8137 -0.9072 -0.039 -0.358 -0.376 -0.72
C 4.2851 -0.1781 -1.5837 -0.205 0.011 0.210 -0.43
C 5.3333 -0.7138 -0.6492 0.057 -0.011 -0.156 0.08
C 6.3258 0.1150 -0.1391 -0.008 -0.004 -0.010 -0.24
C 7.2775 -0.3714 0.7391 0.070 0.033 0.073 -0.20
C 7.2586 -1.7021 1.1187 0.064 -0.023 0.054 -0.22
C 6.2915 -2.5448 0.5997 -0.013 -0.111 0.042 -0.19
C 5.3417 -2.0544 -0.2786 0.054 0.048 -0.002 -0.25
C 3.3274 1.4800 0.0953 -0.250 -0.005 -0.051 -0.41
C 2.2240 2.5475 0.1054 0.251 0.180 0.312 -0.23
C -2.1539 1.7917 -0.1520 0.122 -0.152 0.129 -0.13
C -3.4061 1.2428 -0.3305 -0.130 -0.051 0.039 -0.23
N -5.6099 -0.2636 -1.0889 -0.030 0.195 -0.835 -0.28
H -7.2414 -0.3396 -3.0450 -0.027 0.017 -0.090 0.23
H -8.0094 -1.8287 -2.4609 -0.041 -0.018 -0.073 0.22
H -8.6372 -0.2602 -1.9540 -0.062 0.014 -0.061 0.22
H -7.9066 -1.8597 0.5967 -0.164 -0.105 0.152 0.22
H -6.5247 -1.4977 2.9299 0.005 0.009 0.027 0.23
H -4.9940 -0.6107 2.8386 0.004 -0.018 0.096 0.23
H -5.0452 -2.3477 2.4986 0.055 0.005 0.077 0.22
H -3.0721 -1.4875 1.6481 -0.050 -0.095 0.034 0.22
H -0.8791 -0.4574 2.0198 0.059 -0.038 0.080 0.22
H 0.2397 2.0365 -2.0595 -0.034 -0.134 0.014 0.19
H 0.0393 0.4754 -1.2455 0.074 0.095 -0.058 0.23
H 1.8299 0.0623 -2.6810 0.028 0.048 -0.048 0.23
H 2.5314 1.6696 -2.4949 0.040 0.017 -0.057 0.20
H 1.4992 -0.4240 0.4979 0.083 0.014 0.033 0.19
H 3.0613 -1.2447 0.6052 -0.127 0.124 -0.004 0.18
H 2.4790 -2.2548 -1.3848 -0.098 -0.033 0.021 0.46
H 4.0039 -0.9578 -2.2975 0.028 0.020 -0.092 0.20
H 4.7050 0.6509 -2.1580 -0.046 -0.018 -0.080 0.22
H 6.3670 1.1516 -0.4410 -0.018 0.098 -0.044 0.21
H 8.0389 0.2905 1.1248 0.065 0.052 0.031 0.21
H 7.9998 -2.0829 1.8052 0.063 -0.032 0.051 0.21
H 6.2777 -3.5890 0.8759 0.004 -0.081 0.021 0.21
H 4.6079 -2.7343 -0.6902 -0.098 -0.055 -0.045 0.20
H 3.4565 1.0735 1.0992 0.078 0.033 0.086 0.22
H 4.2622 1.9623 -0.1873 0.078 0.006 0.048 0.21
H 2.3852 3.2737 -0.6978 0.017 -0.009 0.051 0.19
H 2.2141 3.0747 1.0606 0.022 0.018 -0.195 0.25
H -1.8913 2.7086 -0.6584 0.024 0.089 -0.081 0.21
H -4.1294 1.7006 -0.9863 -0.037 0.048 -0.022 0.24

---

4.
104
Properties=species:S:1:pos:R:3:forces:R:3:mulliken_charge:R:1 method="wB97M-V/def2-TZVPD" total_energy_ha=-9521.7642 homo_ha=-0.445 e_lumo_ev=-3.95 total_charge=+1
C -3.9347 -0.9332 4.9924 -0.982 -0.829 -0.629 -0.86
C -3.5337 -0.1410 3.6568 0.410 1.056 0.827 -0.61
C -1.9288 -0.1196 3.3724 -1.768 -0.211 -0.536 -0.53
Br -1.1092 0.8017 4.9242 0.089 -0.498 -0.662 -0.02
C -1.3813 -1.6229 3.1004 -2.716 0.389 -2.167 -1.35
N -0.2763 -2.0367 4.0175 -0.627 -0.227 0.306 0.46
C 0.1626 -3.4776 3.8800 0.712 -0.860 0.041 -1.95
Br -1.3092 -4.4925 4.8377 0.563 0.393 -1.118 0.13
C 1.4235 -3.6709 4.8696 -0.546 -0.381 2.307 1.20
F 2.3913 -2.6428 4.8163 -1.993 -1.650 -0.349 -0.30
F 0.8696 -3.6084 6.2027 1.479 0.518 -2.527 -0.33
C 2.1809 -5.0676 4.7718 1.803 -1.736 0.839 0.50
F 1.4071 -6.1601 4.3321 0.950 2.445 0.848 -0.22
F 2.6655 -5.4119 6.0804 -1.285 0.961 -2.720 -0.31
C 0.3870 -3.9802 2.3893 -0.231 -0.267 -1.351 0.36
C 1.8464 -3.7562 1.7783 1.226 -0.904 0.208 -1.41
O 2.4738 -5.0793 1.6656 0.270 1.713 0.079 -0.19
C 3.9020 -4.8991 1.3392 -0.377 -0.774 -0.066 -0.27
O 4.2702 -5.9402 0.4258 0.087 1.251 1.989 -0.39
C 4.5750 -7.1530 1.1642 0.203 -1.066 0.215 -0.02
C 5.1241 -8.2956 0.1654 0.006 0.591 0.171 -0.42
O 4.2537 -9.4608 0.1408 0.718 0.855 0.654 -0.52
C -0.6912 -3.4142 1.3053 -0.034 0.036 0.054 -0.73
C -1.9481 -4.4093 1.2710 -0.342 -1.183 -0.917 -0.54
C -1.7496 -5.3774 -0.0190 -0.936 1.219 -2.575 0.28
O -2.0451 -5.0688 -1.1767 1.219 -1.307 4.498 -0.41
Cl -0.9738 -7.0162 0.3594 -0.650 1.579 -0.192 -0.16
C -1.0394 -1.8585 1.5188 0.397 0.794 0.754 0.77
C 0.2278 -0.8916 1.2056 1.236 -0.533 -0.086 -0.17
C 0.7818 -1.0017 -0.2858 -2.061 3.298 -2.083 -0.56
O 0.3083 -0.1770 -1.1227 1.759 -2.958 2.842 -0.39
C -2.2849 -1.3321 0.6244 0.321 0.102 -0.307 -0.59
C -2.3353 -1.9202 -0.8666 -1.090 0.089 0.187 -0.46
C -2.8681 -0.8850 -1.9730 -1.230 -0.558 -3.319 0.00
N -2.9633 0.5593 -1.7932 1.826 -1.738 -0.044 -0.49
O -3.2779 -1.3558 -3.0697 1.400 1.193 3.832 -0.59
H -4.7470 -0.3802 5.5953 1.523 -0.768 -0.930 0.33
H -3.0611 -1.2093 5.6678 -1.101 0.602 -0.832 0.20
H -4.4329 -1.9215 4.6583 0.813 1.413 0.697 0.26
H -3.8155 0.9725 3.7772 0.434 -1.762 -0.234 0.56
H -4.1348 -0.5216 2.7692 1.046 0.386 1.043 0.21
H -1.7973 0.5811 2.4848 0.250 -1.155 1.258 0.47
H -2.3119 -2.2879 3.2702 1.775 0.766 0.226 0.39
H 0.4878 -1.3474 3.9112 -0.040 -0.372 0.325 0.86
H -0.6705 -1.9972 4.9880 0.624 0.528 -0.592 0.82
H 3.1187 -4.9916 4.1120 -1.658 -0.045 0.844 -0.08
H 0.2121 -5.1219 2.3977 0.571 1.799 0.113 0.86
H 1.8724 -3.3207 0.7219 -0.512 -0.364 1.493 0.28
H 2.5608 -3.1289 2.4111 -1.202 -0.377 -0.541 0.51
H 4.4596 -4.9855 2.3470 -0.464 0.173 -1.584 0.32
H 4.0221 -3.8542 0.8938 0.174 -1.610 0.205 0.25
H 3.6198 -7.5159 1.6880 1.316 0.353 -0.780 0.11
H 5.3673 -6.9330 1.9659 -1.044 -0.170 -1.099 0.25
H 5.1694 -7.8721 -0.8959 -0.295 -0.642 1.517 0.26
H 6.2022 -8.5621 0.4499 -1.544 0.212 -0.254 0.24
H 4.1686 -9.8345 1.0457 0.282 0.446 -0.874 0.31
H -0.2102 -3.4842 0.2573 -0.585 0.017 1.792 0.93
H -2.9633 -3.9181 1.1233 1.413 -0.424 0.100 0.36
H -2.0381 -5.1194 2.1536 0.314 1.205 -0.961 0.51
H 1.1317 -1.1119 1.8972 -1.329 0.091 -0.934 0.26
H -0.0085 0.2190 1.3775 0.096 -1.740 -0.424 0.49
H 1.5907 -1.7086 -0.6652 -0.888 0.524 0.839 0.30
H -3.2923 -1.6017 1.1177 1.677 0.620 -0.635 0.26
H -2.1734 -0.1882 0.5213 -0.402 -1.822 0.485 0.24
H -1.3664 -2.3735 -1.2517 -1.263 0.768 0.460 0.22
H -3.1142 -2.7711 -0.8574 1.363 1.355 -0.395 0.53
H -2.1158 0.9122 -1.3098 -0.795 -0.206 -0.214 0.24
H -2.9699 0.9884 -2.7402 -0.329 -0.546 0.875 0.33
C 2.7646 2.6381 -1.8077 0.288 -0.647 0.227 -0.72
C 1.9652 3.9376 -1.5585 1.113 0.085 0.301 0.94
C 1.0970 4.4342 -2.7165 -0.721 0.258 -0.254 0.11
F 1.8022 4.6998 -3.8279 0.052 -0.038 0.117 -0.25
F 0.4763 5.5937 -2.3728 0.267 -0.234 0.501 -0.29
F 2.8199 4.8988 -1.1371 -0.268 -0.022 -0.222 -0.28
F 1.1354 3.6878 -0.5000 -0.318 -0.163 -0.307 -0.30
O 4.1362 2.7735 -2.2073 -0.502 0.832 -0.957 -0.43
C 4.3984 3.0021 -3.5783 -0.671 -1.280 0.917 0.74
C 4.9939 4.3907 -3.8492 0.443 0.743 -0.165 0.20
F 4.2112 5.3791 -3.3683 0.005 -0.286 0.120 -0.20
F 5.1205 4.6048 -5.1801 -0.084 -0.447 0.117 -0.25
F 3.2834 2.7564 -4.2909 0.299 0.245 -0.277 -0.27
F 5.2914 2.0579 -3.9494 0.145 0.485 0.039 -0.29
H 2.8242 2.1337 -0.8388 0.074 0.307 -0.020 0.37
H 2.2226 1.9374 -2.4484 -0.013 0.310 -0.139 0.40
H 0.3205 3.7048 -2.9654 0.056 -0.100 0.110 0.29
H 5.9792 4.4885 -3.3870 -0.028 -0.250 0.044 0.24
C -3.5318 9.3131 -3.1793 0.043 0.317 0.709 -0.73
C -3.6987 9.7309 -4.6588 1.018 0.057 0.364 0.87
C -4.6338 8.8672 -5.5085 -0.614 0.118 -0.713 0.11
F -4.2463 7.5815 -5.5800 0.105 0.006 0.114 -0.20
F -4.6645 9.3274 -6.7849 0.127 0.248 0.222 -0.28
F -2.4714 9.8296 -5.2226 -0.255 -0.183 -0.108 -0.27
F -4.2067 10.9980 -4.6504 -0.386 -0.314 0.016 -0.33
O -2.3889 8.5123 -2.8383 -0.351 -1.043 -1.039 -0.37
C -2.4811 7.1181 -3.0450 -0.784 1.445 0.923 0.68
C -1.5328 6.6143 -4.1425 0.629 0.112 -0.600 0.36
F -1.7259 7.2585 -5.3115 -0.121 0.030 0.279 -0.23
F -1.7366 5.2930 -4.3863 -0.179 -0.067 0.395 -0.26
F -3.7676 6.7850 -3.2636 0.253 -0.464 -0.129 -0.28
F -2.1433 6.5422 -1.8678 0.266 -0.114 -0.336 -0.27
H -3.3718 10.2419 -2.6245 0.158 -0.076 -0.250 0.41
H -4.4538 8.8995 -2.7625 0.081 -0.143 -0.295 0.32
H -5.6561 8.8997 -5.1204 0.064 0.093 0.153 0.27
H -0.4914 6.7542 -3.8526 -0.216 0.119 0.148 0.18

---

5.
13
Properties=species:S:1:pos:R:3:forces:R:3:nbo_charge:R:1 method="wB97M-V/def2-TZVPD" total_energy_ha=-2822.8266 homo_ha=-0.343 smiles="C[C@H]1C=CN=C1Br" e_lumo_ev=0.44 de_lowest_kj_mol=30.2
C 0.1980 1.5150 0.7694 -1.617 0.732 2.240 -0.58
C -0.0618 0.0384 0.4052 -0.375 -0.491 0.298 -0.38
C -0.8326 -0.0661 -0.8797 -1.088 -1.163 0.984 -0.22
C -0.4518 -1.1636 -1.5263 1.189 0.600 -0.785 -0.03
N 0.6721 -1.7651 -0.8983 -0.566 -2.020 -1.165 -0.45
C 0.8314 -1.1821 0.1777 1.799 2.363 1.673 0.26
Br 2.1298 -1.7263 1.4771 -0.343 0.191 -0.341 0.05
H -0.6246 2.1221 0.2627 1.092 -0.788 0.699 0.22
H 1.1306 1.9875 0.5161 0.493 -0.171 -0.059 0.23
H -0.0308 1.6079 1.9381 0.916 0.204 -2.549 0.21
H -0.5180 -0.3086 1.3600 -0.922 -0.165 -0.956 0.27
H -1.7248 0.4704 -1.0938 -0.299 0.721 -0.217 0.22
H -0.7174 -1.5295 -2.5083 -0.279 -0.014 0.178 0.21

---

6.
14
Properties=species:S:1:pos:R:3:forces:R:3:nbo_charge:R:1 method="wB97M-V/def2-TZVPD" total_energy_ha=-521.7300 homo_ha=-0.333 e_lumo_ev=-0.67 de_lowest_kj_mol=544.9
C 3.1814 0.5482 0.8672 1.224 1.449 0.253 -0.48
C -3.6798 0.0014 0.1062 1.793 -0.455 1.676 -0.82
C 2.0216 0.7117 0.2290 0.693 3.078 2.379 0.15
C -2.9654 0.6792 0.9923 -1.491 -1.152 -1.402 0.27
O 1.3682 -0.3258 -0.2520 1.622 0.512 0.090 -0.87
Si -0.0270 -0.8265 -0.7870 -1.127 -0.874 -1.089 1.26
H 3.9164 1.2876 1.2913 -1.741 0.050 -0.611 0.21
H 3.6626 -0.3721 1.0006 0.095 -1.757 -0.333 0.19
H -4.1277 0.5009 -0.6962 -0.868 1.329 -0.961 0.28
H -3.6943 -1.0821 -0.1004 0.203 0.450 0.719 0.28
H 1.5284 1.7589 0.3548 0.525 -1.932 -0.957 0.18
H -0.6190 -0.2548 -1.9851 0.107 0.490 -0.645 -0.23
H 0.4884 -2.1423 -1.1856 -0.816 -0.568 0.184 -0.19
H -1.0538 -0.4844 0.1647 -0.220 -0.619 0.698 -0.21